# 1
{
  "formula": "C3H5N3",
  "method": "wB97M-V/def2-TZVPD",
  "symbols": ["C", "C", "C", "N", "N", "N", "H", "H", "H", "H", "H"],
  "xyz": [[1.0898, -1.2709, -0.0237], [1.8178, 0.6976, 0.0573], [-0.1959, -0.2801, 0.0489], [2.0966, -0.5960, -0.0292], [0.5219, 0.9373, -0.0331], [-1.4752, -0.3203, 0.0309], [1.0126, -2.3123, 0.0517], [2.5138, 1.5866, -0.0370], [0.0085, 1.9089, 0.1527], [-2.0804, -1.1999, -0.0388], [-1.9375, 0.5876, -0.2944]],
  "mulliken_charge": [0.05, 0.04, 0.49, -0.17, -0.12, -0.20, 0.44, 0.38, 0.39, 0.38, 0.34],
  "e_homo_ha": -0.8044,
  "e_tot_ev": -7640.210,
  "de_lowest_ev": 0.395,
  "max_force_ev_per_a": 4.8,
  "spin_multiplicity": 1,
  "charge": 2
}

# 2
{
  "formula": "C48H39F10N6O5SW",
  "method": "wB97M-V/def2-TZVPD",
  "symbols": ["W", "C", "N", "C", "C", "N", "C", "C", "F", "C", "F", "C", "F", "C", "F", "C", "F", "C", "C", "N", "C", "C", "F", "C", "F", "C", "F", "C", "F", "C", "F", "H", "H", "H", "H", "H", "H", "H", "H", "H", "H", "H", "O", "C", "O", "C", "C", "C", "C", "C", "C", "N", "C", "C", "C", "C", "C", "C", "N", "H", "H", "H", "H", "H", "H", "H", "H", "H", "H", "O", "C", "C", "C", "C", "O", "N", "H", "H", "H", "H", "O", "S", "C", "C", "C", "C", "C", "C", "C", "C", "C", "C", "C", "C", "C", "C", "H", "H", "H", "H", "H", "H", "H", "H", "H", "H", "H", "H", "H", "H"],
  "xyz": [[-0.4165, 0.4724, 0.4678], [-5.0736, 0.5393, 2.4441], [-3.9338, 1.0587, 1.7085], [-3.6728, 0.3048, 0.4801], [-2.3886, -0.4937, 0.5313], [0.0711, -1.2521, 0.5466], [1.0797, -2.0994, 0.0265], [0.8955, -3.3815, -0.9210], [-0.3105, -3.2984, -1.5854], [1.0481, -4.7455, -0.3508], [0.5241, -5.7546, -1.0492], [1.7467, -4.9220, 0.7635], [1.9948, -6.1075, 1.2947], [2.2742, -3.7609, 1.4812], [3.0275, -4.0398, 2.5387], [2.0109, -2.5038, 1.1343], [2.4830, -1.5297, 1.9401], [-4.0001, 2.4887, 1.4895], [-1.8711, 3.2341, 2.6642], [-0.5754, 0.9385, 2.6980], [0.0230, 0.2423, 3.8025], [0.3802, -1.0232, 3.9752], [0.0169, -2.0366, 3.2071], [1.2713, -1.3749, 5.0832], [1.5790, -2.6587, 5.2071], [1.7740, -0.4380, 5.8925], [2.5773, -0.7465, 6.8998], [1.4144, 0.9917, 5.7637], [1.3578, 1.6112, 6.9723], [0.3651, 1.3184, 4.7521], [-0.4662, 3.5369, 4.8964], [-6.0223, 0.6372, 1.8964], [-5.1753, 1.0666, 3.3932], [-4.9191, -0.5174, 2.6617], [-3.6535, 0.9949, -0.3727], [-4.5190, -0.3718, 0.2956], [-2.3077, -1.1494, -0.3403], [-2.3786, -1.1455, 1.4104], [-4.4632, 2.9604, 2.3575], [-4.6195, 2.7527, 0.6166], [-2.1770, 4.3707, 4.2192], [-0.9405, 3.7801, 2.4635], [3.1802, -5.2704, -2.7431], [4.0536, -4.3448, -2.2827], [5.2291, -4.5640, -2.3194], [3.4688, -3.0622, -1.7618], [4.3434, -2.1238, -1.3587], [3.9835, -0.8005, -0.8237], [2.6927, -0.4588, -0.7981], [1.6690, -1.4215, -1.2298], [1.9930, -2.7646, -1.8693], [2.0041, 0.5013, 0.0315], [2.6266, 1.0369, 1.0197], [1.8544, 1.4572, 2.1901], [2.4826, 1.6675, 3.3629], [1.7411, 1.9212, 4.6111], [-0.8507, 2.2073, 4.7686], [-1.5106, 1.9231, 3.3829], [0.4749, 1.5059, 1.9089], [2.2630, -4.9999, -2.6222], [5.3934, -2.3865, -1.3974], [4.7717, -0.1977, -0.3961], [0.8211, -0.9514, -1.7266], [1.6656, -2.8739, -2.9076], [3.7096, 1.0239, 1.1178], [3.5635, 1.6445, 3.3717], [1.8096, 2.9321, 5.0038], [-1.5370, 2.0021, 5.5908], [-2.4253, 1.3460, 3.5216], [-2.7145, 3.9749, 3.5240], [-2.6071, 3.0809, 1.3214], [-2.5877, 4.4464, 0.5906], [-1.2153, 4.4886, -0.1048], [-0.8468, 3.0344, -0.0957], [0.2114, 2.4652, -0.5204], [-1.7096, 2.2646, 0.5066], [-2.7502, 5.2711, 1.2822], [-3.3877, 4.4643, -0.1503], [-0.4613, 5.0637, 0.4353], [-1.2409, 4.8747, -1.1238], [-0.8822, 0.3642, -1.6155], [-0.9491, 1.3273, -2.7986], [0.1854, 0.6456, -3.9968], [1.6446, 0.7963, -3.6565], [2.1598, 1.9429, -3.0634], [3.5283, 2.0685, -2.8713], [4.3884, 1.0602, -3.2809], [3.8782, -0.0878, -3.8687], [2.5097, -0.2222, -4.0469], [-2.5054, 0.8618, -3.5917], [-2.6142, -0.5743, -3.9903], [-2.3525, -0.9624, -5.3021], [-2.4191, -2.2990, -5.6614], [-2.7427, -3.2569, -4.7103], [-3.0124, -2.8746, -3.4043], [-2.9545, -1.5373, -3.0475], [-0.0785, 1.2060, -4.9024], [-0.0881, -0.3999, -4.1592], [1.4993, 2.7385, -2.7428], [3.9229, 2.9652, -2.4133], [5.4555, 1.1699, -3.1441], [4.5423, -0.8788, -4.1886], [2.1121, -1.1143, -4.5155], [-2.5963, 1.5478, -4.4368], [-3.2446, 1.1474, -2.8401], [-2.1094, -0.2160, -6.0489], [-2.2244, -2.5920, -6.6834], [-2.7956, -4.2991, -4.9898], [-3.2734, -3.6170, -2.6639], [-3.1757, -1.2368, -2.0315]],
  "mulliken_charge": [1.31, -1.23, 0.92, -1.67, -0.46, 0.46, 1.07, 1.68, -0.25, -0.31, -0.38, 0.41, -0.32, 0.30, -0.39, -0.90, -0.34, -1.94, -1.15, 0.52, -1.13, 0.37, -0.43, 0.38, -0.33, -0.03, -0.32, 0.44, -0.40, 0.91, -0.50, 0.39, 0.39, 0.34, 0.21, 0.61, 0.05, 0.62, 0.56, 0.28, 0.63, 0.26, -0.56, 0.39, -0.58, -0.15, -0.79, -0.97, -0.62, -0.08, -1.26, 1.34, -1.36, 0.96, -1.67, -0.49, 0.08, 0.28, 0.86, 0.48, 0.55, 0.51, -0.26, 1.72, 0.36, 0.52, 0.66, 0.60, 0.28, -0.61, 1.05, -1.35, -0.69, -0.04, -0.51, 0.32, 0.34, 0.46, 0.34, 0.46, -1.19, 0.77, -1.15, 0.48, -0.49, -0.80, -0.77, -0.48, -0.12, -1.41, 0.21, -0.31, -0.80, -0.57, -0.75, 0.31, 0.81, 0.34, 0.59, 0.48, 0.44, 0.45, 0.51, 0.70, 0.47, 0.44, 0.44, 0.44, 0.45, 0.30],
  "e_homo_ha": -0.3918,
  "e_tot_ev": -109410.999,
  "de_lowest_ev": 6.607,
  "max_force_ev_per_a": 1.2,
  "spin_multiplicity": 1,
  "charge": 1
}

# 3
{
  "formula": "CH4N2O",
  "method": "wB97M-V/def2-TZVPD",
  "symbols": ["C", "N", "N", "O", "H", "H", "H", "H"],
  "xyz": [[1.7883, 0.6234, 0.1160], [0.9615, -0.4758, 0.5715], [-1.6395, -0.7391, -0.1215], [1.7172, -0.6201, -0.5467], [1.2539, 1.4432, -0.3998], [2.8122, 0.7962, 0.7273], [-1.7775, -0.4123, -1.0246], [-1.0594, -1.5833, -0.1796]],
  "mulliken_charge": [0.01, -0.27, -0.47, -0.17, 0.22, 0.21, 0.22, 0.26],
  "e_homo_ha": [-0.3949, -0.3555],
  "e_tot_ev": -6123.321,
  "de_lowest_ev": 7.187,
  "max_force_ev_per_a": 3.1,
  "spin_multiplicity": 1
}

# 4
{
  "formula": "C5H11NO",
  "method": "wB97M-V/def2-TZVPD",
  "symbols": ["C", "N", "C", "C", "C", "C", "O", "H", "H", "H", "H", "H", "H", "H", "H", "H", "H", "H"],
  "xyz": [[1.7615, -1.2082, -0.8657], [1.2085, -0.3284, 0.2331], [-0.1205, 0.2755, -0.1405], [0.1007, 1.7560, -0.5342], [-1.0572, 0.1732, 1.0896], [-2.1066, -0.9457, 1.0053], [-2.8601, -1.1793, 1.9155], [2.5494, -0.7244, -1.4678], [1.0347, -1.4266, -1.6853], [1.7950, -2.2201, -0.4561], [1.9537, 0.3379, 0.3704], [-0.4580, -0.4297, -0.9560], [0.2626, 2.2746, 0.3895], [1.0465, 1.9113, -1.0661], [-0.6795, 2.1681, -1.1905], [-0.6030, 0.0705, 2.1049], [-1.6271, 1.0839, 1.1404], [-2.2008, -1.5887, 0.1137]],
  "mulliken_charge": [-0.88, -0.49, 0.66, -1.62, -0.74, -0.07, -0.48, 0.31, 0.27, 0.35, 0.26, 0.25, 0.44, 0.42, 0.33, 0.33, 0.32, 0.34],
  "e_homo_ha": -0.3317,
  "e_tot_ev": -8899.319,
  "de_lowest_ev": 2.379,
  "max_force_ev_per_a": 2.1,
  "spin_multiplicity": 1,
  "smiles": "CN[C@H](C)CC=O"
}